Formula: C34H58BrClGeN4O3RbS4Se
Source: OMol25
Level of theory: ωB97M-V/def2-TZVPD

Last column: natural (NBO) charge in e.
Element x y z (Å)
Rb 0.07 -0.90 -2.18  0.8387
C -2.39 -0.16 -5.44  -0.5309
C -2.14 1.34 -5.29  -0.5500
S -0.76 1.75 -4.19  0.1930
C -1.46 2.95 -3.02  -0.5375
C -2.73 2.57 -2.27  -0.5409
S -2.58 1.07 -1.26  0.1746
C -4.03 0.10 -1.77  -0.5496
C -4.19 -0.21 -3.25  -0.5467
S -2.77 -1.11 -3.95  0.1762
H -1.49 -0.64 -5.83  0.2337
H -3.18 -0.31 -6.18  0.2270
H -3.03 1.86 -4.93  0.2147
H -1.93 1.75 -6.27  0.2366
H -1.63 3.89 -3.54  0.2269
H -0.63 3.10 -2.32  0.2478
H -3.56 2.43 -2.95  0.2143
H -2.99 3.40 -1.61  0.2347
H -4.94 0.59 -1.41  0.2265
H -3.91 -0.83 -1.21  0.2492
H -4.33 0.70 -3.84  0.2166
H -5.08 -0.82 -3.38  0.2368
O 1.42 -5.65 -7.34  -0.6333
C 1.03 -4.82 -6.36  0.3689
C -0.08 -5.05 -5.55  -0.3340
C -0.39 -4.13 -4.57  0.0639
N 0.33 -3.03 -4.35  -0.5243
C 1.37 -2.83 -5.13  0.1678
Br 2.37 -1.24 -4.82  0.0667
C 1.78 -3.67 -6.15  -0.3317
H 0.83 -6.40 -7.41  0.4923
H -0.70 -5.93 -5.69  0.2288
H -1.25 -4.27 -3.93  0.2120
H 2.65 -3.46 -6.76  0.2550
C 4.28 1.63 3.05  -0.6194
C 2.88 1.06 3.30  -0.1059
C 2.63 -0.01 2.23  -0.5947
C 2.87 0.34 4.66  -0.6101
C 1.77 2.17 3.28  0.3678
O 0.49 1.57 3.01  -0.7585
C 1.58 2.95 4.60  -0.4388
C 2.70 3.79 5.22  -0.4226
C 3.09 5.02 4.43  -0.0566
C 4.40 5.22 4.00  -0.1491
C 4.75 6.32 3.24  -0.2399
C 3.78 7.25 2.91  -0.0389
Cl 4.20 8.63 1.95  0.0129
C 2.48 7.10 3.36  -0.2238
C 2.14 5.99 4.11  -0.2029
C 1.92 3.19 2.14  -0.2632
N 1.87 2.63 0.80  -0.1811
C 0.87 2.02 0.18  0.1903
N 1.24 1.64 -1.03  -0.5503
C 2.53 2.07 -1.09  0.1313
N 2.95 2.67 0.00  -0.2780
H 5.01 0.83 3.15  0.2141
H 4.55 2.41 3.77  0.2044
H 4.37 2.04 2.05  0.2312
H 3.38 -0.79 2.35  0.1972
H 2.73 0.38 1.21  0.2142
H 1.65 -0.47 2.31  0.2146
H 3.57 -0.49 4.63  0.2181
H 1.88 -0.07 4.90  0.1956
H 3.17 0.99 5.48  0.2117
H 0.26 1.01 3.76  0.4731
H 1.27 2.22 5.36  0.2139
H 0.71 3.59 4.44  0.2147
H 3.59 3.19 5.43  0.2110
H 2.33 4.12 6.20  0.2301
H 5.17 4.49 4.26  0.2063
H 5.77 6.46 2.90  0.2333
H 1.73 7.85 3.11  0.2318
H 1.12 5.88 4.46  0.2134
H 2.86 3.73 2.21  0.2574
H 1.10 3.91 2.24  0.2229
H -0.09 1.85 0.64  0.2343
H 3.16 1.94 -1.95  0.2049
C 3.64 -3.54 0.76  -0.8229
S 2.67 -3.16 -0.70  1.2640
C 1.78 -4.72 -0.78  -0.8246
O 1.66 -2.13 -0.28  -1.0348
H 2.96 -3.76 1.59  0.2368
H 4.23 -2.66 0.99  0.2472
H 4.29 -4.38 0.55  0.2399
H 2.49 -5.52 -0.97  0.2373
H 1.08 -4.64 -1.61  0.2434
H 1.24 -4.86 0.15  0.2395
C -5.68 -2.99 -1.19  -1.0972
Ge -5.12 -3.11 0.68  1.6133
C -4.91 -1.35 1.50  -1.0952
C -6.41 -4.17 1.69  -1.0841
C -3.38 -4.04 0.68  -1.0221
Se -1.96 -3.03 -0.21  0.2303
C -1.23 -2.12 1.35  -0.7833
H -6.41 -2.19 -1.33  0.2332
H -6.15 -3.92 -1.49  0.2392
H -4.83 -2.80 -1.85  0.2244
H -5.83 -0.77 1.39  0.2387
H -4.10 -0.78 1.03  0.2271
H -4.69 -1.45 2.56  0.2354
H -7.39 -3.69 1.66  0.2390
H -6.11 -4.27 2.73  0.2350
H -6.50 -5.16 1.26  0.2344
H -3.46 -4.99 0.16  0.2415
H -3.03 -4.25 1.69  0.2379
H -1.94 -1.39 1.74  0.2195
H -0.31 -1.64 1.05  0.2478
H -1.00 -2.87 2.11  0.2192

## Properties
2S+1 = 1
energy relative to the best compared isomer or geometry (same formula, charge and spin) = 0.0 kJ/mol
Kohn-Sham gap = 8.57 eV
net charge = +1

Formula: C4H3LiOY
Source: OMol25
Level of theory: ωB97M-V/def2-TZVPD

Last column: natural (NBO) charge in e.
Element x y z (Å)
H -1.47 0.20 2.01  0.1795
O -0.63 0.87 0.11  -0.9942
C -0.61 0.19 1.31  -0.2488
C 0.12 -1.06 1.18  -0.6975
H 0.26 -0.08 2.33  0.3092
H -0.13 -2.10 1.38  0.2263
Y -1.85 -0.17 -1.37  0.4841
Li 1.06 -0.86 -1.23  0.7939
C 2.87 -0.50 -0.08  -0.5356
C 1.95 -1.00 0.62  -0.5169

## Properties
2S+1 = 1
Kohn-Sham gap (spin up / spin down) = 4.23 / 4.22 eV
net charge = -1